Record 1
C34H26IrNO9PS as an isolated structure, computed with the ωB97M-V functional and the def2-TZVPD basis.

Structure (ORCA input):
```
! wB97M-V def2-TZVPD RIJCOSX def2/J DEFGRID3
* xyz -1 1
Ir -0.9886 -0.5074 -0.7372
O -4.5312 1.6185 -1.0485
C -3.6755 0.8194 -0.6948
O -2.5100 0.7492 -1.2535
C -3.9586 -0.0189 0.5551
C -2.9455 0.3623 1.6323
C -3.4244 -0.0665 3.0237
C -3.1813 -1.5960 2.9803
C -2.6659 -1.7789 1.5543
O -1.8794 -0.5749 1.3735
C -3.7911 -1.5761 0.5345
C -3.4514 -2.2511 -0.7989
O -4.2970 -2.9733 -1.3065
O -2.2688 -2.0605 -1.2722
H -4.9698 0.2539 0.8478
H -2.5495 1.3752 1.5670
H -2.8235 0.4091 3.7987
H -4.4682 0.2013 3.1844
H -2.4140 -1.8940 3.6936
H -4.0814 -2.1809 3.1647
H -2.0241 -2.6375 1.3820
H -4.7129 -2.0420 0.8772
O -0.6724 -0.7778 -3.5995
C -0.1707 -0.4644 -2.5580
C 1.3152 -0.0755 -2.5236
C 2.2044 -0.5220 -3.4907
C 3.5374 -0.1435 -3.4177
C 3.9791 0.7005 -2.4011
C 3.0877 1.1746 -1.4484
C 1.7636 0.7688 -1.5071
P 0.3584 1.2669 -0.4879
C 0.8763 1.9919 1.0992
C 1.4360 3.2701 1.1263
C 1.8311 3.8404 2.3254
C 1.6550 3.1434 3.5139
C 1.0818 1.8808 3.4954
C 0.6929 1.3034 2.2939
C -0.2642 2.7575 -1.3419
C 0.2689 3.2142 -2.5408
C -0.2686 4.3346 -3.1647
C -1.3456 4.9966 -2.5999
C -1.8881 4.5406 -1.4047
C -1.3471 3.4323 -0.7818
H 1.8337 -1.1675 -4.2771
H 4.2430 -0.5077 -4.1546
H 5.0226 0.9866 -2.3537
H 3.4229 1.8334 -0.6560
H 1.5542 3.8269 0.2035
H 2.2661 4.8320 2.3314
H 1.9574 3.5893 4.4536
H 0.9366 1.3330 4.4179
H 0.2328 0.3223 2.2966
H 1.0997 2.6956 -3.0021
H 0.1527 4.6777 -4.1014
H -1.7744 5.8586 -3.0958
H -2.7511 5.0283 -0.9713
H -1.7880 3.0770 0.1410
O 0.2390 -3.4148 -2.0615
C 0.7402 -3.0941 -1.0119
N 0.4482 -1.9692 -0.2666
S 1.3806 -1.8257 1.0627
O 2.2457 -0.6750 0.9791
O 0.6115 -1.9589 2.2772
C 2.3048 -3.2991 0.7905
C 3.3299 -3.8390 1.5429
C 3.8831 -5.0296 1.0906
C 3.4160 -5.6405 -0.0735
C 2.3867 -5.0753 -0.8133
C 1.8363 -3.8905 -0.3578
H 3.6838 -3.3534 2.4424
H 4.6897 -5.4899 1.6470
H 3.8680 -6.5677 -0.4025
H 2.0092 -5.5270 -1.7211
*
```

The HOMO energy comes out at -5.7459 eV. The largest force on an atom is 0.6 eV Å⁻¹. The LUMO energy is 2.379 eV.



Record 2
C34H27ClCsN2O7PS2 as an isolated structure, computed with the ωB97M-V functional and the def2-TZVPD basis.

Structure (ORCA input):
```
! wB97M-V def2-TZVPD RIJCOSX def2/J DEFGRID3
* xyz -2 1
Cs 1.3874 0.0596 1.6259
C -1.7950 8.0272 0.1979
C -1.1235 6.9013 -0.5463
C -1.7400 5.6689 -0.6907
C -1.0914 4.6152 -1.3301
C 0.1840 4.7932 -1.8325
C 0.8175 6.0227 -1.6854
C 0.1637 7.0659 -1.0582
S 1.0901 3.4458 -2.6087
O 0.1305 2.3353 -2.5569
O 1.3752 3.9476 -3.9462
N 2.4048 3.2489 -1.8352
C 2.3195 2.5802 -0.5493
C 1.7438 3.4085 0.6511
O 2.1528 4.5567 0.8211
O 0.9264 2.7557 1.3921
H -2.8530 7.8168 0.3639
H -1.7188 8.9694 -0.3508
H -1.3288 8.1782 1.1752
H -2.7351 5.5203 -0.2797
H -1.5522 3.6430 -1.4356
H 1.8360 6.1263 -2.0352
H 0.6673 8.0188 -0.9260
H 3.3354 2.2910 -0.2474
H 1.7567 1.6342 -0.6212
Cl -1.6974 1.5265 0.8850
C -3.2512 0.8994 0.4757
C -4.2810 1.8060 0.2627
C -5.5373 1.3420 -0.0919
C -5.7565 -0.0202 -0.2398
C -4.7168 -0.9155 -0.0375
C -3.4433 -0.4757 0.3232
P -2.0338 -1.5833 0.6983
C -2.8113 -3.2178 0.4013
C -3.3443 -3.8848 1.5018
C -3.9705 -5.1149 1.3539
C -4.0551 -5.7024 0.0995
C -3.5123 -5.0538 -1.0020
C -2.8963 -3.8190 -0.8525
C -0.9715 -1.4089 -0.7769
C 0.2019 -2.1684 -0.7926
C 1.0886 -2.0598 -1.8517
C 0.8172 -1.1909 -2.9023
C -0.3397 -0.4310 -2.8890
C -1.2364 -0.5460 -1.8339
H -4.0819 2.8638 0.3697
H -6.3409 2.0482 -0.2595
H -6.7351 -0.3870 -0.5236
H -4.8927 -1.9759 -0.1648
H -3.2596 -3.4355 2.4849
H -4.3792 -5.6194 2.2209
H -4.5331 -6.6672 -0.0192
H -3.5660 -5.5102 -1.9829
H -2.4710 -3.3176 -1.7137
H 0.4531 -2.8187 0.0401
H 2.0127 -2.6246 -1.8334
H 1.5331 -1.0644 -3.7042
H -0.5175 0.3085 -3.6552
H -2.1144 0.0866 -1.8280
O 6.0674 -0.7660 2.4495
S 5.2951 -1.7336 3.1892
O 5.4899 -1.7509 4.6208
N 3.7369 -1.7042 2.7903
C 3.3349 -2.8553 2.2000
O 2.1922 -3.0913 1.8102
C 4.4649 -3.8516 2.0567
C 4.4144 -5.1170 1.4971
C 5.5843 -5.8649 1.4609
C 6.7751 -5.3517 1.9750
C 6.8186 -4.0813 2.5363
C 5.6428 -3.3567 2.5617
H 3.4810 -5.4954 1.1005
H 5.5752 -6.8571 1.0260
H 7.6771 -5.9503 1.9336
H 7.7363 -3.6715 2.9373
*
```

The HOMO energy comes out at -1.7706 eV. The largest force on an atom is 0.7 eV Å⁻¹. The LUMO energy is 3.493 eV.



Record 3
C34H27GaN3O4S as an isolated structure, computed with the ωB97M-V functional and the def2-TZVPD basis.

Structure (ORCA input):
```
! wB97M-V def2-TZVPD RIJCOSX def2/J DEFGRID3
* xyz 1 1
Ga -0.6130 0.1224 -0.7307
O -0.9433 -2.2219 5.6209
C -1.6580 -2.8683 4.5968
C -1.4361 -2.1447 3.3017
C -1.8822 -2.7143 2.0997
C -1.6694 -2.0315 0.9351
N -1.0626 -0.8302 0.9180
C -0.5824 -0.2735 2.0495
C -0.7829 -0.9318 3.2696
C 0.1954 0.9519 1.8987
C 0.6912 1.6066 3.0002
C 1.3404 2.8354 3.0738
C 2.0226 3.2290 4.3605
O 3.4317 3.2110 4.2227
C 1.2891 3.7941 2.0466
C 0.7474 3.6777 0.7997
N 0.3327 2.5827 0.0987
H -1.1060 -2.6682 6.4570
H -2.7383 -2.8694 4.7964
H -1.3430 -3.9115 4.4759
H -2.3740 -3.6762 2.0745
H -1.9742 -2.4314 -0.0248
H -0.4038 -0.5321 4.1946
H 0.5398 1.1143 3.9518
H 1.7930 2.5066 5.1433
H 1.6681 4.2110 4.6948
H 3.7110 3.9532 3.6773
H 1.6025 4.8008 2.2972
H 0.6190 4.5776 0.2144
C -3.4963 2.1339 -3.1533
C -2.7585 3.2558 -3.5078
C -1.5234 3.4860 -2.9218
C -1.0431 2.5990 -1.9663
C -1.7607 1.4417 -1.6161
C -2.9875 1.2266 -2.2323
C 0.2716 2.7569 -1.3321
C 1.4532 3.1007 -1.9309
C 2.6874 2.8429 -1.3387
C 2.9820 1.8354 -0.3441
C 4.3521 1.5114 -0.2389
C 4.8113 0.3889 0.4104
C 3.8995 -0.4939 0.9700
C 2.5500 -0.1869 0.9455
C 2.0926 0.9797 0.3527
N 0.6529 1.2605 0.5282
H -4.4617 1.9576 -3.6070
H -3.1462 3.9539 -4.2368
H -0.9487 4.3649 -3.1867
H -3.5808 0.3474 -2.0016
H 1.4336 3.5273 -2.9269
H 3.5677 3.2623 -1.8062
H 5.0606 2.1605 -0.7359
H 5.8714 0.1848 0.4515
H 4.2302 -1.4091 1.4392
H 1.8524 -0.8637 1.4182
O -3.6780 -5.4557 -4.8270
C -2.5165 -5.7185 -4.1903
O -2.1279 -6.8430 -4.0692
C -1.7651 -4.5401 -3.6507
C -0.3902 -4.6776 -3.4659
C 0.3541 -3.6447 -2.9364
C -0.2631 -2.4512 -2.5543
S 0.7891 -1.2069 -1.8626
C -1.6332 -2.3144 -2.7369
C -2.3791 -3.3496 -3.2821
H -3.7782 -4.5088 -4.9805
H 0.0796 -5.6122 -3.7377
H 1.4201 -3.7601 -2.7990
H -2.1382 -1.3922 -2.4696
H -3.4501 -3.2189 -3.3839
*
```

The HOMO energy (alpha / beta) comes out at -10.2251 / -10.2216 eV. The largest force on an atom is 0.5 eV Å⁻¹. The LUMO energy (alpha / beta) is -4.498 / -4.176 eV.



Repeat the second record exactly.
C34H27ClCsN2O7PS2 as an isolated structure, computed with the ωB97M-V functional and the def2-TZVPD basis.

Structure (ORCA input):
```
! wB97M-V def2-TZVPD RIJCOSX def2/J DEFGRID3
* xyz -2 1
Cs 1.3874 0.0596 1.6259
C -1.7950 8.0272 0.1979
C -1.1235 6.9013 -0.5463
C -1.7400 5.6689 -0.6907
C -1.0914 4.6152 -1.3301
C 0.1840 4.7932 -1.8325
C 0.8175 6.0227 -1.6854
C 0.1637 7.0659 -1.0582
S 1.0901 3.4458 -2.6087
O 0.1305 2.3353 -2.5569
O 1.3752 3.9476 -3.9462
N 2.4048 3.2489 -1.8352
C 2.3195 2.5802 -0.5493
C 1.7438 3.4085 0.6511
O 2.1528 4.5567 0.8211
O 0.9264 2.7557 1.3921
H -2.8530 7.8168 0.3639
H -1.7188 8.9694 -0.3508
H -1.3288 8.1782 1.1752
H -2.7351 5.5203 -0.2797
H -1.5522 3.6430 -1.4356
H 1.8360 6.1263 -2.0352
H 0.6673 8.0188 -0.9260
H 3.3354 2.2910 -0.2474
H 1.7567 1.6342 -0.6212
Cl -1.6974 1.5265 0.8850
C -3.2512 0.8994 0.4757
C -4.2810 1.8060 0.2627
C -5.5373 1.3420 -0.0919
C -5.7565 -0.0202 -0.2398
C -4.7168 -0.9155 -0.0375
C -3.4433 -0.4757 0.3232
P -2.0338 -1.5833 0.6983
C -2.8113 -3.2178 0.4013
C -3.3443 -3.8848 1.5018
C -3.9705 -5.1149 1.3539
C -4.0551 -5.7024 0.0995
C -3.5123 -5.0538 -1.0020
C -2.8963 -3.8190 -0.8525
C -0.9715 -1.4089 -0.7769
C 0.2019 -2.1684 -0.7926
C 1.0886 -2.0598 -1.8517
C 0.8172 -1.1909 -2.9023
C -0.3397 -0.4310 -2.8890
C -1.2364 -0.5460 -1.8339
H -4.0819 2.8638 0.3697
H -6.3409 2.0482 -0.2595
H -6.7351 -0.3870 -0.5236
H -4.8927 -1.9759 -0.1648
H -3.2596 -3.4355 2.4849
H -4.3792 -5.6194 2.2209
H -4.5331 -6.6672 -0.0192
H -3.5660 -5.5102 -1.9829
H -2.4710 -3.3176 -1.7137
H 0.4531 -2.8187 0.0401
H 2.0127 -2.6246 -1.8334
H 1.5331 -1.0644 -3.7042
H -0.5175 0.3085 -3.6552
H -2.1144 0.0866 -1.8280
O 6.0674 -0.7660 2.4495
S 5.2951 -1.7336 3.1892
O 5.4899 -1.7509 4.6208
N 3.7369 -1.7042 2.7903
C 3.3349 -2.8553 2.2000
O 2.1922 -3.0913 1.8102
C 4.4649 -3.8516 2.0567
C 4.4144 -5.1170 1.4971
C 5.5843 -5.8649 1.4609
C 6.7751 -5.3517 1.9750
C 6.8186 -4.0813 2.5363
C 5.6428 -3.3567 2.5617
H 3.4810 -5.4954 1.1005
H 5.5752 -6.8571 1.0260
H 7.6771 -5.9503 1.9336
H 7.7363 -3.6715 2.9373
*
```

The HOMO energy comes out at -1.7706 eV. The largest force on an atom is 0.7 eV Å⁻¹. The LUMO energy is 3.493 eV.